[1]
Density functional theory data (wB97M-V/def2-TZVPD) for a 14-piece molecular cluster, C4H37N2O14 overall in a non-equilibrium geometry.

Structure (XYZ):
```
57
Properties=species:S:1:pos:R:3:forces:R:3
C -1.5588 -1.3761 2.4879 -1.97 2.76 -0.49
C -0.8192 -0.8230 1.2270 0.88 0.59 -0.51
C -1.7159 0.0319 0.2433 -2.23 -2.03 3.72
C -0.9778 0.8008 -0.7489 -2.23 3.39 -1.65
N -1.6579 1.6659 -1.5648 0.65 -1.18 1.65
O 0.2436 0.8614 -0.7803 1.37 -0.93 1.24
N -0.4622 -2.2608 0.5646 3.22 2.23 -0.62
H -0.9804 -2.0189 3.0813 1.03 -0.77 0.58
H -2.3991 -1.9390 2.0696 0.01 -0.19 0.19
H -2.0729 -0.6407 3.2122 1.10 -0.59 -1.29
H 0.0792 0.0487 1.3324 -1.83 -3.68 0.24
H -2.6377 -0.5087 -0.0720 0.95 0.06 -0.64
H -2.2569 0.6620 1.0370 1.06 0.14 -1.33
H -2.6554 1.5119 -1.6746 0.29 0.18 -0.33
H -1.0869 2.2969 -2.1360 -0.75 -0.43 0.44
H -1.3599 -2.7244 0.3014 0.71 0.10 0.03
H 0.2560 -2.8499 1.2300 -1.72 1.32 -1.17
H 0.1397 -2.0260 -0.3440 -1.23 -0.82 1.82
H 1.6142 -0.9099 -1.9853 0.07 1.90 -1.30
H 2.5369 -1.6780 -1.0378 -0.64 -0.08 -0.25
O 1.6808 -1.7107 -1.5142 0.50 -2.27 1.67
H -0.8897 -2.5575 -2.8324 -0.63 0.05 0.08
H -0.0961 -3.4991 -2.0722 -0.53 -0.26 0.31
O -1.0374 -3.2358 -2.1499 1.42 0.28 -0.72
H 3.1876 3.9614 1.3552 0.13 1.56 -0.39
H 2.9271 2.6333 0.5009 0.34 1.40 1.36
O 3.0918 3.0381 1.4298 -0.25 -2.96 -0.69
H -3.6058 -3.8463 0.2406 0.01 0.80 -0.04
H -3.0479 -4.2299 -1.0341 0.53 0.57 -0.59
O -3.1633 -3.4155 -0.5186 -0.58 -1.24 0.99
H -3.3261 -0.4975 -2.6409 -0.56 0.67 1.40
H -4.4444 0.4282 -2.7077 -1.48 1.03 -1.00
O -3.9353 0.0285 -2.0362 1.87 -1.70 -0.51
H 2.2884 1.6398 2.8580 -0.11 0.58 1.00
H 1.9024 0.4012 2.4355 -0.10 -1.51 0.23
O 1.5796 1.0099 3.1090 0.92 0.70 -1.14
H 0.7908 0.9107 -2.0771 1.41 -0.52 -1.45
H 1.7834 1.3720 -3.3558 -1.48 -2.74 1.65
O 1.2705 0.5482 -2.9462 0.98 3.47 -1.05
H 2.0027 3.4969 -1.2254 -1.25 1.05 0.27
H 1.4294 2.0198 -0.6190 1.47 2.58 -1.62
O 2.1793 2.5910 -1.0794 0.49 -3.66 0.93
H 0.6931 -3.3737 3.4010 0.67 -0.40 0.71
H 2.2620 -3.2985 2.8436 0.03 -0.28 0.62
O 1.3164 -3.1583 2.6957 -0.86 0.68 -1.56
H 4.6066 -0.5142 1.9220 1.16 -0.60 -0.87
H 4.5088 1.0394 2.1646 2.85 5.12 -1.48
O 4.1934 0.2340 2.2959 -4.01 -4.46 2.19
H -0.3356 3.3402 0.5917 0.68 0.21 -1.67
H 0.3829 4.5113 0.1534 1.54 3.01 1.10
O 0.0129 3.7960 -0.2682 -2.50 -2.38 0.02
H 0.7143 1.9199 1.9621 -2.07 1.28 0.62
H -0.4786 2.6724 2.6730 -0.93 0.47 3.20
O -0.1554 2.4741 1.8485 2.07 -1.73 -3.00
H -0.9538 0.4231 -4.6713 -1.68 -1.01 1.48
H -0.3437 0.5101 -3.4706 1.33 -0.18 1.57
O -1.2200 0.2133 -3.7042 -0.09 0.41 -3.90
```
Forces are in eV/Å.

Values from the calculation:
Spin multiplicity   2
HOMO level (spin up / spin down)   -2.329 / -10.485 eV
Expectation value of S²   0.751

These are the Löwdin partial charges, in e, on atoms 1 to 4: atom 1 (C): -0.097, atom 2 (C): -0.252, atom 3 (C): -0.085, atom 4 (C): -0.487

[2]
Density functional theory data (wB97M-V/def2-TZVPD) for a 14-piece molecular cluster, C4H38N2O13S overall in a non-equilibrium geometry.

Structure (XYZ):
```
58
Properties=species:S:1:pos:R:3:forces:R:3
N -0.6405 2.1820 0.6847 0.25 -0.02 0.71
C -0.1374 0.9890 1.3626 0.75 -2.13 -1.35
C 0.2217 1.1236 2.8377 -0.93 1.36 -0.12
S 1.7272 2.1856 3.0370 -0.46 -0.60 0.54
C -1.0631 -0.1795 1.0469 -2.49 -2.25 -0.59
N -0.7781 -1.0907 -0.1339 1.60 2.19 0.66
C -0.4577 -0.1990 -1.2996 -0.87 -0.55 0.97
H -0.1029 2.9868 0.9808 -0.05 0.28 -0.26
H -1.5876 2.3605 1.0125 -0.03 -0.01 -0.14
H 0.7498 0.5911 0.8356 0.32 0.92 0.27
H -0.6737 1.6171 3.2680 0.66 -0.05 0.35
H 0.3740 0.2006 3.3951 0.21 -0.10 -0.37
H 1.3942 3.0452 2.0772 -0.15 0.13 0.14
H -2.0848 0.0820 0.7468 0.09 1.05 0.60
H -1.2501 -0.9331 1.8241 0.51 0.62 0.49
H 0.1026 -1.5443 0.1072 -0.20 -0.45 -0.14
H -1.2433 0.5619 -1.3847 -0.51 -0.81 -0.58
H -0.3420 -0.9264 -2.0985 0.14 0.79 -0.66
H 0.3426 0.5089 -1.1333 0.87 -0.80 -0.04
H 2.3216 1.7807 -2.0157 -0.15 -0.10 -0.23
H 3.7979 1.3664 -1.6161 -0.15 0.02 -0.30
O 2.9051 1.5243 -1.2892 0.11 0.21 0.36
H 3.2818 -0.6065 -1.5821 -0.21 0.11 -0.28
H 4.5736 -0.7903 -0.9215 0.27 -0.23 -0.11
O 4.1891 -0.8470 -1.8074 -0.02 -0.09 0.51
H -2.5327 -0.6104 -4.1653 -0.26 0.16 -0.20
H -2.8054 -1.3813 -2.8996 -0.82 0.01 -0.48
O -3.2793 -0.9432 -3.6547 0.87 0.00 0.34
H 0.3348 -4.1456 -2.0955 0.37 -0.07 -0.29
H 1.1719 -3.0899 -2.9278 -0.09 -0.44 -0.16
O 0.5628 -3.2179 -2.1960 -0.31 0.48 0.14
H -0.7461 5.2222 -0.7579 -0.03 0.08 0.12
H 0.6147 4.9922 -0.0830 -0.25 -0.01 0.18
O -0.3200 5.1944 0.1056 0.20 0.02 -0.26
H 2.2233 -4.1748 -0.0785 0.27 0.36 -0.39
H 2.0695 -2.5969 -0.2081 0.30 -0.43 -0.64
O 1.8346 -3.3809 0.2914 -0.36 -0.07 1.12
H 3.1434 -0.7082 2.2854 0.08 0.33 -0.14
H 2.3542 -1.7626 1.5570 0.06 -0.10 -0.11
O 2.8538 -0.9466 1.3976 -0.15 -0.30 0.27
H 2.4263 3.1889 -0.6089 -0.28 0.06 -0.03
H 2.6133 3.4298 0.8230 -0.12 0.37 -0.03
O 2.0838 3.7793 0.0906 0.75 -0.29 -0.03
H -3.6219 -0.0563 2.9345 -0.06 0.23 0.05
H -4.4939 -0.6041 1.8351 0.03 0.44 -0.23
O -4.2185 0.2449 2.2391 0.03 -0.53 0.25
H -1.9434 -2.2186 -0.9844 -0.58 0.67 0.05
H -1.8971 -3.2344 -1.9636 -0.53 -0.23 -0.76
O -2.5482 -2.5698 -1.6958 1.47 -0.60 0.76
H 0.1514 2.7414 -1.3144 -0.47 0.10 -0.34
H 0.1372 2.8277 -2.9516 -0.33 0.45 0.43
O 0.4237 2.3577 -2.1670 0.82 -0.17 -0.33
H 0.0445 -3.8417 2.7690 0.07 0.02 0.00
H 0.2758 -2.5550 3.5692 0.09 0.02 0.56
O 0.0161 -2.8821 2.7140 -0.13 0.07 -0.47
H -4.8524 -1.6554 -0.3776 0.25 0.11 -0.47
H -3.3987 -1.5521 0.2059 -0.08 0.02 -0.48
O -4.2975 -1.8394 0.3781 -0.37 -0.21 1.13
```
Forces are in eV/Å.

Values from the calculation:
HOMO level   -9.186 eV

These are the Löwdin partial charges, in e, on atoms 1 to 4: atom 1 (N): 0.068, atom 2 (C): -0.465, atom 3 (C): -0.463, atom 4 (S): 0.744

[3]
Density functional theory data (wB97M-V/def2-TZVPD) for a 14-piece molecular cluster, C4H38N2O14 overall in a non-equilibrium geometry.

Structure (XYZ):
```
58
Properties=species:S:1:pos:R:3:forces:R:3
N 1.1166 -0.1498 1.6804 0.58 -0.70 -0.22
C 0.5066 0.6882 0.6064 0.54 0.09 2.05
C -0.0209 1.9196 1.4177 0.72 0.24 -2.54
C 1.0026 2.9982 1.8135 0.27 0.14 -1.06
O 2.2336 2.5303 2.3460 0.14 -0.47 0.64
C -0.5170 -0.0672 -0.2394 -1.17 0.58 -0.32
N -0.0927 -0.4551 -1.5806 -0.80 -0.59 0.33
H 1.6540 -0.9445 1.3261 -0.12 0.25 -0.21
H 0.3894 -0.6092 2.2267 -0.08 0.30 0.06
H 2.1586 1.5925 2.6077 -0.29 0.31 -0.23
H 1.2886 0.9855 -0.0774 0.27 0.37 0.06
H -0.6198 1.5891 2.2403 -0.58 -0.13 0.43
H -0.5795 2.3776 0.5986 -0.82 0.58 0.66
H 1.3289 3.5580 0.9232 -0.43 -0.34 -0.17
H 0.5403 3.7956 2.4159 0.06 -0.58 0.46
H -1.4680 0.5004 -0.4017 0.90 -0.17 0.35
H -0.8568 -0.9313 0.3432 0.22 -0.14 -0.20
H -0.0136 0.3286 -2.2009 0.16 0.27 -0.10
H 0.7151 -1.0489 -1.6407 0.24 -0.04 0.15
H -3.8655 0.7057 -2.3003 0.33 0.36 0.20
H -2.9214 1.5097 -1.3287 -0.67 -0.71 -0.78
O -3.5679 0.7698 -1.3856 0.38 0.21 0.10
H -5.0217 -1.3654 0.4403 0.01 0.00 -0.03
H -4.0454 -0.3325 -0.2079 -0.79 0.09 0.38
O -4.7367 -0.4488 0.4859 0.37 -0.46 0.20
H -2.7481 -3.3317 -0.1842 0.07 0.27 -0.29
H -1.6110 -2.4087 -0.7287 -0.34 -0.02 -0.18
O -1.7960 -3.1936 -0.1994 0.37 -0.22 0.48
H -3.7292 -1.6130 -3.0458 -1.06 0.20 0.54
H -2.6459 -2.4500 -2.8813 -0.14 -0.80 1.02
O -3.5100 -2.3274 -2.4290 1.20 0.54 -1.54
H 1.4664 -3.3142 2.9907 -0.33 0.56 0.19
H -0.1191 -3.2568 3.2868 0.69 0.39 -0.31
O 0.6671 -3.8151 3.1546 -0.21 -0.99 0.06
H 2.7460 1.2815 -1.5894 0.16 0.77 -0.01
H 3.1396 2.7420 -1.2330 0.53 -0.26 0.37
O 2.6361 2.2216 -1.8596 -1.07 -0.08 -1.19
H 1.1566 3.5850 -2.0510 -0.59 -0.47 0.46
H 0.7771 4.8530 -1.3687 -0.42 0.17 0.14
O 0.3844 4.0035 -1.5993 0.82 -0.02 -0.58
H 2.9179 -0.9945 -1.5603 0.37 0.79 0.90
H 3.1279 -0.5742 -0.1220 0.04 0.11 -0.04
O 3.2255 -0.2207 -1.0120 0.19 -0.59 -0.51
H -3.1764 3.3238 -2.0462 0.66 0.69 0.19
H -1.5737 3.0851 -2.3630 -0.30 0.91 0.48
O -2.4951 2.8363 -2.5121 0.08 -0.81 -0.72
H 2.7610 -3.1786 -1.7720 -0.18 -0.07 0.03
H 1.8196 -2.9886 -0.5300 -0.10 0.10 -0.89
O 2.2283 -2.5185 -1.3157 0.06 -0.63 0.18
H -1.8885 -1.4837 2.5580 -0.19 -0.20 0.22
H -1.7748 -1.9198 4.0636 -0.25 0.23 -0.15
O -1.2976 -1.8455 3.2313 0.18 0.07 -0.02
H 0.1166 -3.9291 0.7461 0.07 -0.14 0.06
H 1.5353 -4.6102 0.7681 -0.51 -0.03 0.30
O 0.9185 -4.0998 0.2312 0.38 -0.10 -0.10
H 3.4636 2.5749 0.8844 0.20 -0.63 0.47
H 4.5010 1.5877 0.1538 -0.32 -0.20 0.23
O 4.1697 2.4831 0.2253 0.49 1.01 -0.01
```
Forces are in eV/Å.

Values from the calculation:
HOMO level   -9.067 eV

These are the Löwdin partial charges, in e, on atoms 1 to 4: atom 1 (N): 0.047, atom 2 (C): -0.339, atom 3 (C): -0.115, atom 4 (C): -0.237

[4]
Density functional theory data (wB97M-V/def2-TZVPD) for a 15-piece molecular cluster, C4H38N2O15 overall.

Structure (XYZ):
```
59
Properties=species:S:1:pos:R:3:forces:R:3
C -3.3961 1.6338 -0.0756 0.04 0.03 0.17
C -2.3813 0.4937 -0.0181 0.05 0.81 0.00
C -1.7644 0.3135 1.3507 0.11 0.12 0.33
N -1.3402 0.6422 -1.0545 -0.41 -0.07 0.29
C -0.5109 1.6929 -1.2043 0.21 0.25 0.04
N 0.4416 1.5628 -2.1750 0.09 0.19 -0.12
O -0.5601 2.7542 -0.5396 -0.39 -0.69 -0.12
H -4.1444 1.5025 0.7045 -0.10 -0.20 -0.06
H -2.9488 2.6038 0.1170 0.13 0.07 -0.15
H -3.8995 1.6503 -1.0427 -0.01 0.05 0.00
H -2.9145 -0.3980 -0.3025 -0.10 -0.49 -0.07
H -1.1456 -0.5761 1.3866 -0.02 -0.31 0.04
H -2.5259 0.2788 2.1324 0.01 -0.17 -0.09
H -1.1075 1.1427 1.5931 0.06 0.21 -0.05
H -1.0222 -0.2397 -1.4153 0.17 -0.11 -0.29
H 0.2751 0.8680 -2.8816 0.06 -0.22 -0.09
H 0.7201 2.4624 -2.5623 0.04 -0.07 0.06
H -1.1415 3.3158 1.1556 -0.05 0.12 0.34
H -0.2082 4.1186 2.0227 0.11 0.01 0.05
O -1.0830 3.7087 2.0525 -0.04 -0.04 -0.47
H -0.2873 -2.9696 3.8606 -0.06 -0.17 0.01
H 0.4145 -1.7183 3.3595 0.06 -0.20 0.04
O 0.3541 -2.6806 3.2069 -0.08 0.22 0.04
H 0.8721 -3.9459 -3.0061 -0.22 0.17 -0.28
H 0.2334 -3.8401 -4.4165 0.03 -0.19 -0.37
O 0.2195 -3.4332 -3.5543 0.13 0.28 0.45
H 3.0080 -0.4156 -0.9102 0.00 0.05 -0.18
H 3.2221 -0.3152 0.5902 -0.09 -0.04 0.02
O 3.5795 -0.7514 -0.2142 0.02 0.19 0.10
H -1.0640 2.6182 3.3604 0.04 0.00 0.05
H -0.8538 2.7676 4.8838 -0.07 -0.42 -0.30
O -0.9574 2.0948 4.1903 0.02 0.29 0.40
H 2.3202 -4.3580 -1.3669 -0.05 -0.12 -0.44
H 1.1941 -5.3665 -1.4616 -0.23 -0.14 -0.04
O 1.8222 -4.9004 -2.0223 0.40 0.17 0.58
H 0.9564 3.1929 0.2248 -0.25 -0.01 -0.31
H 2.2761 3.9756 0.4359 -0.08 -0.06 0.04
O 1.5959 3.4704 0.8953 0.53 0.06 0.42
H -1.0201 4.0119 -3.2431 0.41 0.24 0.30
H -0.3182 4.1369 -1.8820 -0.18 0.17 -0.16
O -0.2259 4.3940 -2.8131 -0.09 -0.16 -0.17
H -3.3307 3.1055 -3.3510 0.10 0.13 -0.09
H -2.3303 1.9734 -3.4128 0.11 -0.26 0.03
O -2.4481 2.8884 -3.6766 -0.36 0.02 0.02
H -1.2135 -4.1518 -2.6070 -0.27 -0.36 0.26
H -1.4142 -4.6141 -1.1681 0.15 0.11 0.42
O -1.7849 -4.7214 -2.0435 0.13 0.28 -0.52
H 3.2652 -2.3431 -0.1107 0.03 -0.20 -0.04
H 3.7328 -3.7174 0.4812 -0.17 0.05 -0.10
O 3.0446 -3.3132 -0.0615 0.34 -0.06 0.10
H 1.6747 0.2578 2.5407 0.22 0.48 -0.40
H 2.0760 1.4708 1.5677 -0.14 -0.19 0.30
O 2.1659 0.5157 1.7282 -0.01 0.04 -0.05
H 1.3004 -3.4375 0.3607 -0.39 -0.09 0.13
H 0.2172 -3.2748 1.4465 0.12 -0.33 -0.76
O 0.3446 -3.5788 0.5139 0.00 0.34 0.58
H 1.2353 -0.0019 4.8031 0.15 -0.16 0.00
H 0.0436 0.6643 4.1052 0.07 0.00 -0.19
O 0.7109 -0.0597 3.9986 -0.27 0.35 0.28
```
Forces are in eV/Å.

Values from the calculation:
HOMO level   -10.163 eV

These are the Löwdin partial charges, in e, on atoms 1 to 4: atom 1 (C): -0.040, atom 2 (C): -0.372, atom 3 (C): -0.035, atom 4 (N): 0.120

Results for calculated total energy: -1337.26390, -1660.96156, -1338.04024, -1413.44202 (in a.u., following the order of the records).
Results for energy relative to the best compared isomer or geometry (same formula, charge and spin): 29.0, 66.7, 56.8, 13.9 (in kcal per mole, following the order of the records).